{"formula": "C29H30N2O6PPdS3", "method": "wB97M-V/def2-TZVPD", "relative_energy_kj_mol": 195.1, "multiplicity": 5, "e_lumo_ev": [-2.1, -5.3], "homo_energy_ev": [-10.3, -11.9], "total_charge": 1, "e_tot_ha": -3347.4467, "largest_force_ev_per_a": 1.0, "species": ["Pd", "O", "S", "O", "O", "C", "C", "C", "C", "C", "C", "S", "O", "O", "O", "H", "H", "H", "H", "C", "C", "C", "C", "C", "C", "P", "C", "C", "C", "C", "C", "C", "C", "C", "C", "C", "C", "C", "H", "H", "H", "H", "H", "H", "H", "H", "H", "H", "H", "H", "H", "H", "C", "C", "N", "C", "S", "N", "C", "C", "H", "H", "H", "H", "H", "H", "H", "H", "H", "H", "H", "H"], "xyz": [[0.78368, -0.56803, -0.16846], [4.38198, 0.29409, -2.61170], [3.23173, 0.33711, -1.77440], [2.98171, 1.74033, -1.26903], [3.12842, -0.60682, -0.66479], [1.80868, -0.02866, -2.79160], [1.58211, 0.94880, -3.76059], [0.53968, 0.84079, -4.65280], [-0.30457, -0.25760, -4.58644], [-0.10324, -1.23739, -3.63887], [0.94730, -1.15657, -2.71129], [1.09860, -2.78190, -1.81206], [1.95612, -3.58157, -2.61689], [-0.31049, -3.24832, -1.73736], [1.54822, -2.55717, -0.39373], [2.25261, 1.79834, -3.80270], [0.38898, 1.60578, -5.40347], [-1.11954, -0.36161, -5.29121], [-0.74984, -2.09988, -3.62454], [2.34618, 6.52723, 0.20402], [1.80153, 5.82218, -0.86396], [1.64935, 4.44792, -0.77840], [2.04205, 3.78093, 0.38358], [2.58590, 4.48808, 1.45245], [2.73797, 5.86492, 1.35813], [1.73680, 2.02595, 0.49947], [2.80020, 1.29902, 1.72504], [4.17524, 1.54438, 1.67347], [5.01773, 0.89591, 2.55761], [4.50101, -0.01299, 3.47726], [3.13855, -0.26427, 3.52319], [2.28704, 0.39366, 2.64857], [-0.00163, 1.82294, 1.05061], [-0.69219, 2.83564, 1.72717], [-2.04481, 2.68259, 1.99126], [-2.71732, 1.54579, 1.55139], [-2.04567, 0.54186, 0.86409], [-0.69250, 0.69071, 0.62194], [2.47065, 7.60006, 0.13255], [1.50498, 6.34335, -1.76471], [1.24146, 3.89511, -1.61662], [2.89225, 3.97156, 2.35385], [3.16527, 6.41669, 2.18526], [4.58428, 2.21940, 0.93132], [6.08228, 1.08574, 2.52058], [5.16592, -0.52834, 4.15846], [2.73695, -0.96845, 4.23978], [1.22275, 0.22071, 2.70923], [-0.17046, 3.73386, 2.03635], [-2.58035, 3.45652, 2.52592], [-3.78169, 1.44797, 1.73238], [-2.59236, -0.32101, 0.50687], [-4.66943, -4.89187, -1.98112], [-4.31903, -3.41476, -1.89687], [-3.01054, -3.17986, -1.27281], [-2.80161, -3.05525, 0.02661], [-1.17739, -2.95667, 0.60590], [-3.79890, -2.99086, 0.90220], [-3.62478, -2.95122, 2.36645], [-3.37694, -4.31511, 2.98365], [-5.62893, -5.02071, -2.48225], [-4.73787, -5.34405, -0.98912], [-3.91387, -5.43732, -2.54687], [-5.07742, -2.85085, -1.35422], [-4.27331, -2.96188, -2.88483], [-2.17035, -3.29287, -1.83618], [-4.72526, -3.18936, 0.56002], [-4.53678, -2.50511, 2.75846], [-2.81685, -2.25081, 2.58357], [-4.22454, -4.98000, 2.81272], [-3.24548, -4.20998, 4.06103], [-2.48022, -4.78677, 2.57749]]}